Entry 1:
The following is a DFT calculation (ωB97M-V with the def2-TZVPD basis set) of 5 unconnected molecules or ions with the total composition C5H10Cl10 at a distorted geometry.

Results
- SMILES string: ClCCl.ClCCl.ClCCl.ClCCl.ClCCl
- Relative energy (zero: lowest compared OMol25 entry of this formula, charge and spin): 73.0 kJ/mol
- Multiplicity: 1
- Orbital gap: 11.19 eV

Positions of all 25 atoms, in Å:
Cl  -6.07855  -7.45720  -4.21186
C  -5.52538  -6.03216  -3.37773
Cl  -6.67506  -4.72205  -3.50442
H  -5.43766  -6.23632  -2.31062
H  -4.56365  -5.73558  -3.79632
Cl  -5.99669  -11.31948  0.10451
C  -7.57178  -10.64128  0.62660
Cl  -9.05154  -11.53600  0.02323
H  -7.59504  -10.76259  1.70958
H  -7.57934  -9.58277  0.36661
Cl  -9.21091  4.83397  2.59860
C  -8.05881  4.06338  3.73089
Cl  -6.40869  4.30653  3.12445
H  -8.26117  4.46769  4.72269
H  -8.33735  3.01022  3.76782
Cl  -9.92152  -3.81142  8.60146
C  -9.15632  -5.36577  8.88859
Cl  -8.71018  -6.31999  7.48370
H  -8.22436  -5.02040  9.33609
H  -9.69744  -5.96679  9.61939
Cl  -7.73927  -4.67900  1.90712
C  -8.20974  -3.34087  3.01743
Cl  -7.63374  -1.76453  2.37692
H  -9.29318  -3.26292  2.92704
H  -7.84383  -3.45985  4.03726

---

Entry 2:
The following is a DFT calculation (ωB97M-V with the def2-TZVPD basis set) of a molecular structure, C5H10Cl10O8P2Y2 at a distorted geometry.

Results
- Net charge: +1
- Multiplicity: 2
- Orbital gap (alpha / beta): 7.36 / 7.10 eV

Positions of all 37 atoms, in Å:
Y  0.06274  -2.55385  -1.90177
Y  -2.72120  -1.40106  0.25954
P  -3.48112  -3.04905  -1.85446
O  -4.46625  -3.16817  -3.07531
O  -3.86787  -3.11403  -0.34973
O  -3.56129  -1.49083  -1.90992
O  -1.96769  -3.22795  -2.09600
P  -0.04959  -1.20903  0.43710
O  -1.04644  -0.19744  1.00689
O  1.13463  -1.18436  -0.60959
O  -0.92693  -0.92489  -0.84763
O  -0.79782  -2.49637  0.25951
C  -4.36309  1.40481  3.68386
Cl  -3.40634  0.31569  2.64558
Cl  -6.09552  0.95988  3.61811
H  -3.99240  1.39848  4.70888
H  -4.33025  2.42133  3.29179
C  4.27855  -0.71825  0.18499
Cl  4.45395  0.01928  1.79879
Cl  5.56613  -0.38040  -1.04980
H  4.16233  -1.79853  0.27218
H  3.37906  -0.32238  -0.28649
C  0.55480  2.02491  -0.96179
Cl  -0.06821  3.09724  -2.11433
Cl  1.91868  2.74001  -0.13552
H  -0.23099  1.84801  -0.22740
H  0.84096  1.12477  -1.50581
C  0.28406  1.76613  3.02056
Cl  -0.72912  1.65804  4.51502
Cl  1.91974  2.37920  3.27710
H  0.32315  0.79021  2.53666
H  -0.24692  2.42760  2.33601
C  3.59185  0.15225  -3.90115
Cl  2.37877  -1.07406  -3.32258
Cl  3.36668  1.70933  -3.10100
H  4.57243  -0.23371  -3.62259
H  3.56048  0.30716  -4.97963